# 1
# C21H40N4O11P2Se2Tc

C21H40N4O11P2Se2Tc as an isolated structure (the ωB97M-V functional and the def2-TZVPD basis, the OMol25 dataset).

Values from the calculation:
HOMO-LUMO gap (alpha / beta) in eV: 7.83 / 7.62
Highest occupied orbital energy (alpha / beta) in eV: -10.606 / -10.597
Net charge: +1
2S+1: 3
Expectation value of S²: 2.01
M in u: 842.44

Positions of all 81 atoms, in Å:
Tc: -0.2108 -0.4890 -0.3755
N: -3.5680 1.4821 -3.1058
C: -2.3359 0.6613 -3.4197
C: -2.2456 0.4194 -4.9244
P: -2.6717 -0.9571 -2.4856
O: -2.8973 -2.0301 -3.6506
O: -3.9884 -0.6761 -1.8393
O: -1.5219 -1.5102 -1.6651
P: -0.7896 1.6130 -2.9242
O: -1.5015 2.8657 -2.1010
O: -0.0833 2.1223 -4.1005
O: 0.0032 0.8245 -1.9097
H: -4.1314 0.8108 -2.4705
H: -4.0957 1.7242 -3.9403
H: -3.2941 2.3315 -2.6054
H: -3.1170 -0.1200 -5.2948
H: -1.3565 -0.1686 -5.1465
H: -2.1382 1.3692 -5.4485
H: -2.1421 -2.6182 -3.7874
H: -1.0413 3.6829 -2.3561
C: 4.3302 -3.8170 0.8644
Se: 2.6098 -3.3183 1.6330
C: 1.4852 -4.3121 0.3634
C: 1.3250 -3.6944 -1.0367
Se: 1.7543 -1.7630 -1.1536
C: 1.4063 -1.6410 -3.0619
H: 4.3853 -4.8984 0.7666
H: 5.1106 -3.4779 1.5408
H: 4.4433 -3.3305 -0.1024
H: 0.5195 -4.4242 0.8472
H: 1.9531 -5.2919 0.2958
H: 0.3106 -3.8154 -1.4158
H: 2.0127 -4.1799 -1.7290
H: 0.3619 -1.8879 -3.2355
H: 2.0616 -2.3347 -3.5829
H: 1.6146 -0.6194 -3.3686
O: -0.3545 -1.8766 1.1515
N: -1.3215 -2.0155 2.0486
C: -2.5870 -2.2184 1.6516
C: -3.5760 -2.4562 2.5813
C: -3.2597 -2.4689 3.9314
C: -1.9441 -2.2438 4.3116
C: -0.9875 -2.0183 3.3487
H: -2.7560 -2.1944 0.5835
H: -4.5833 -2.6365 2.2352
H: -4.0222 -2.6585 4.6735
H: -1.6449 -2.2357 5.3492
H: 0.0568 -1.8466 3.5579
C: 3.8926 0.6630 2.8967
C: 4.1791 1.6951 1.8069
C: 2.9115 2.3370 1.1804
C: 3.3287 3.4661 0.2206
C: 2.1445 4.0700 -0.5330
C: 2.0938 2.9276 2.3031
O: 2.3790 3.9385 2.8924
N: 0.9761 2.1962 2.6636
C: 0.4050 1.1645 1.9540
O: -0.6276 0.6487 2.3688
N: 0.9883 0.7483 0.7872
C: 2.2012 1.2616 0.3665
O: 2.7241 0.8962 -0.6676
H: 4.8281 0.2472 3.2705
H: 3.2893 -0.1638 2.5120
H: 3.3691 1.1090 3.7431
H: 4.7343 1.2267 0.9936
H: 4.7824 2.5049 2.2192
H: 4.0406 3.0511 -0.4916
H: 3.8218 4.2399 0.8082
H: 1.6359 3.3148 -1.1373
H: 2.4911 4.8539 -1.2053
H: 1.4243 4.5158 0.1583
H: 0.4548 2.5186 3.4669
C: -3.5089 2.3488 1.2352
C: -3.1406 0.9305 0.8577
O: -2.0893 0.9175 -0.1375
H: -4.3601 2.3401 1.9142
H: -3.7816 2.9358 0.3551
H: -2.6714 2.8320 1.7421
H: -3.9803 0.3900 0.4244
H: -2.7884 0.3987 1.7379
H: -1.7245 1.8134 -0.2040

Here are the natural (NBO) charges for atoms 1 to 2, given in e: atom 1 (Tc): 1.118, atom 2 (N): -0.730

---

# 2
# C3H2BrF3O

A 2-piece molecular cluster, C3H2BrF3O overall (the ωB97M-V functional and the def2-TZVPD basis, the OMol25 dataset).

Values from the calculation:
HOMO-LUMO gap in eV: 9.64
Highest occupied orbital energy in eV: -9.145
Net charge: 0
M in u: 190.95

Positions of all 10 atoms, in Å:
F: 0.1457 1.2322 1.2975
C: 0.0664 -0.0117 1.6330
F: 1.2032 -0.4058 2.1156
C: -1.0797 -0.6726 1.4698
F: -1.1147 -1.9724 1.8015
Br: -2.6508 -0.0661 0.7903
C: 0.8628 0.4179 -2.2193
O: 0.2610 -0.2621 -1.4231
H: 1.1633 0.2116 -3.2625
H: 1.1429 1.5290 -2.2029

Here are the natural (NBO) charges for atoms 1 to 2, given in e: atom 1 (F): -0.291, atom 2 (C): 0.669

---

# 3
# C6H26AlN12O8

C6H26AlN12O8 as an isolated structure (the ωB97M-V functional and the def2-TZVPD basis, the OMol25 dataset).

Values from the calculation:
HOMO-LUMO gap in eV: 1.63
Highest occupied orbital energy in eV: -10.820
Net charge: +1
M in u: 421.33

Positions of all 53 atoms, in Å:
Al: 0.6721 0.4208 -0.1742
O: -2.1125 3.9176 1.5065
H: -2.5487 4.5735 0.9286
O: 5.1106 -0.9275 -0.7554
H: 5.7565 -1.6529 -0.8617
C: -1.5021 -5.7071 -0.9568
O: -1.0658 -4.6661 -1.4411
N: -2.3726 -5.8119 -0.0412
N: -1.1649 -6.8681 -1.4676
H: -2.6404 -5.0182 0.5231
H: -2.5160 -6.7702 0.2438
H: -1.6850 -7.7047 -1.2449
H: -0.6214 -6.9797 -2.3116
C: 2.2662 0.9575 6.5195
O: 2.1313 1.1067 5.2914
N: 3.1850 1.3818 7.2961
N: 1.3227 0.4851 7.2725
H: 3.7554 2.1663 7.0144
H: 3.1653 1.1323 8.2746
H: 1.5085 0.4136 8.2627
H: 0.4717 0.1864 6.8179
C: -4.8852 -1.2174 -3.8627
O: -3.9853 -0.7021 -3.2087
N: -6.1245 -0.9942 -3.6357
N: -4.6426 -2.0395 -4.8385
H: -6.4383 -0.3798 -2.8980
H: -6.8071 -1.4890 -4.1918
H: -3.6779 -2.2683 -5.0313
H: -5.4161 -2.4630 -5.3309
C: -1.0825 4.0397 -5.6378
O: -0.6847 3.5933 -4.5667
N: -1.7595 3.2643 -6.4860
N: -1.0655 5.3023 -6.0433
H: -1.9691 3.6203 -7.4077
H: -1.8406 2.2821 -6.2652
H: -1.4738 5.5300 -6.9387
H: -0.4844 5.9562 -5.5385
C: 2.6278 6.4284 -0.2782
O: 2.8969 5.2633 -0.0612
N: 3.5603 7.2911 -0.5427
N: 1.4729 6.8831 0.0273
H: 3.4127 8.2605 -0.7849
H: 4.5089 6.9444 -0.5291
H: 0.8966 6.2695 0.5854
H: 1.3779 7.8876 -0.0170
C: 2.3837 -4.8799 3.7348
O: 2.0504 -4.0215 2.9183
N: 1.5887 -5.6833 4.3209
N: 3.6353 -5.0549 4.1603
H: 1.9935 -6.4784 4.7942
H: 0.5893 -5.5874 4.2104
H: 3.8905 -5.7948 4.7986
H: 4.3358 -4.3979 3.8474

Here are the natural (NBO) charges for atoms 1 to 2, given in e: atom 1 (Al): 0.998, atom 2 (O): -0.481

---

# 4
# C28H24ClFN2O7PS

A 4-piece molecular cluster, C28H24ClFN2O7PS overall (the ωB97M-V functional and the def2-TZVPD basis, the OMol25 dataset).

Values from the calculation:
HOMO-LUMO gap in eV: 6.51
Highest occupied orbital energy in eV: -11.298
Net charge: +1
M in u: 618.00

Positions of all 65 atoms, in Å:
C: -3.4410 3.1830 3.6069
C: -2.8376 2.1111 2.8821
C: -2.5028 0.5217 2.4830
N: -1.4990 -0.3747 3.1742
C: -0.6491 0.1877 4.3310
C: 0.5011 1.2337 3.7622
C: 1.8898 1.2268 4.6685
Cl: 0.9990 0.8394 1.9823
C: -1.4686 -1.7764 2.6010
P: -0.3866 -3.2237 3.2195
S: 1.4299 -3.1745 2.4336
C: -2.5740 -1.6506 1.3962
N: -3.1640 -0.2577 1.3643
C: -4.2464 0.3449 0.4690
C: -3.4976 1.4673 -0.5154
O: -3.8918 2.7653 -0.5062
F: -2.3422 1.0928 -1.4121
H: -3.9739 4.0626 4.2129
H: -0.1958 -0.7415 4.9048
H: -1.4019 0.8130 4.9931
H: 0.0510 2.3268 3.7568
H: 1.9237 0.3768 5.4734
H: 2.7951 1.0505 3.9434
H: 2.0437 2.2758 5.2114
H: -0.9893 -4.5425 3.0337
H: -0.2247 -3.0885 4.6727
H: -2.9011 -2.5166 0.6735
H: -5.0531 0.9633 1.0936
H: -4.8347 -0.4686 -0.1467
C: 0.0941 4.0645 -0.7343
C: 0.4035 3.2494 -1.7473
C: 1.6368 3.4412 -2.5356
O: 1.9197 2.6968 -3.4643
C: 2.5151 4.5670 -2.1604
C: 2.2057 5.3821 -1.1473
C: 0.9725 5.1903 -0.3590
O: 0.6895 5.9346 0.5697
H: -0.8068 3.9382 -0.1464
H: -0.2300 2.4187 -2.0344
H: 3.4161 4.6932 -2.7482
H: 2.8393 6.2127 -0.8602
C: -3.9920 -6.9970 -1.0519
C: -3.0649 -6.0425 -0.9269
C: -2.9084 -5.2866 0.3315
O: -2.0615 -4.4114 0.4461
C: -3.8147 -5.6274 1.4461
C: -4.7418 -6.5819 1.3211
C: -4.8982 -7.3377 0.0628
O: -5.7452 -8.2129 -0.0519
H: -4.1205 -7.5603 -1.9681
H: -2.3921 -5.7813 -1.7350
H: -3.6862 -5.0640 2.3623
H: -5.4145 -6.8430 2.1292
C: 4.7745 1.0749 -5.8282
C: 4.6583 2.0598 -4.9322
C: 5.8444 2.6345 -4.2673
O: 5.7388 3.5346 -3.4456
C: 7.1633 2.0801 -4.6319
C: 7.2795 1.0952 -5.5279
C: 6.0934 0.5205 -6.1928
O: 6.1990 -0.3796 -7.0145
H: 3.9147 0.6417 -6.3245
H: 3.6980 2.4777 -4.6545
H: 8.0231 2.5133 -4.1356
H: 8.2398 0.6774 -5.8056

Here are the natural (NBO) charges for atoms 1 to 2, given in e: atom 1 (C): -0.079, atom 2 (C): -0.174

---

# 5
# C4H8N2O2

C4H8N2O2 as an isolated structure (the ωB97M-V functional and the def2-TZVPD basis, the OMol25 dataset).

Values from the calculation:
HOMO-LUMO gap in eV: 9.39
Highest occupied orbital energy in eV: -8.687
Net charge: 0
M in u: 116.12

Positions of all 16 atoms, in Å:
C: -0.8927 1.2270 0.7482
C: 0.9091 0.2062 -0.9030
C: 2.1086 -0.4506 0.0545
C: -2.3833 -1.0294 -0.0084
H: -0.1250 1.8872 0.7140
H: -1.8983 1.6986 0.2428
H: -1.1892 0.7839 1.9056
H: 1.3946 1.1873 -1.6318
H: 0.7080 -0.7612 -1.8063
H: 3.9361 -0.4572 0.3538
H: -3.0854 -1.8437 -0.4099
H: -3.0723 -0.7945 1.0490
N: -0.4561 0.1627 -0.1724
N: -1.4361 -0.6943 -0.7310
O: 3.3723 0.1157 -0.3589
O: 2.1096 -1.2378 0.9538

Here are the natural (NBO) charges for atoms 1 to 2, given in e: atom 1 (C): -0.408, atom 2 (C): -0.357

---

Q: Which value of M does entry 2 give?
A: 190.95 u